No. 1
Entry from the OMol25 dataset: a 11-piece molecular cluster, C33H66O33 overall in a non-equilibrium geometry (ωB97M-V/def2-TZVPD).

Results
energy relative to the best compared isomer or geometry (same formula, charge and spin): 588.4 kJ/mol

```
! wB97M-V def2-TZVPD RIJCOSX def2/J DEFGRID3
* xyz 0 1
C 15.677 -2.011 4.484
O 15.735 -1.373 5.697
C 15.809 -1.980 6.888
O 16.027 -3.164 7.116
O 15.550 -0.973 7.792
C 15.775 -1.203 9.226
H 14.728 -2.532 4.359
H 16.407 -2.821 4.495
H 15.799 -1.226 3.738
H 14.887 -1.176 9.857
H 16.288 -0.292 9.533
H 16.473 -2.025 9.383
C 10.743 10.833 6.478
O 11.050 12.210 6.767
C 11.601 12.978 5.760
O 11.931 12.559 4.654
O 11.646 14.295 6.147
C 12.176 15.205 5.223
H 9.977 10.351 7.084
H 11.627 10.219 6.651
H 10.529 10.705 5.417
H 13.110 14.805 4.827
H 12.419 16.224 5.526
H 11.530 15.357 4.359
C 26.858 16.742 21.516
O 26.205 16.439 20.262
C 25.260 15.522 20.117
O 24.643 14.914 20.944
O 25.055 15.303 18.819
C 24.078 14.405 18.397
H 26.933 17.817 21.680
H 27.919 16.495 21.541
H 26.418 16.254 22.385
H 24.367 13.448 18.831
H 24.099 14.213 17.325
H 23.098 14.680 18.787
C 11.563 14.445 12.888
O 10.885 15.612 12.523
C 11.531 16.571 11.782
O 12.639 16.628 11.367
O 10.582 17.552 11.577
C 10.920 18.798 10.983
H 10.892 13.905 13.556
H 12.451 14.701 13.466
H 11.971 13.831 12.085
H 11.448 19.313 11.785
H 10.009 19.346 10.739
H 11.573 18.623 10.128
C 23.067 0.656 8.726
O 23.341 -0.622 9.204
C 22.737 -1.676 8.706
O 22.291 -1.919 7.574
O 22.824 -2.613 9.728
C 22.690 -3.971 9.579
H 23.527 0.702 7.740
H 23.364 1.452 9.409
H 22.014 0.756 8.463
H 21.818 -4.369 9.060
H 22.550 -4.362 10.587
H 23.589 -4.406 9.141
C 21.825 1.114 1.969
O 22.486 0.004 1.511
C 23.794 0.069 1.369
O 24.429 1.162 1.340
O 24.274 -1.204 1.211
C 25.639 -1.366 0.858
H 20.773 0.835 2.035
H 21.897 1.986 1.319
H 22.163 1.327 2.983
H 26.194 -1.082 1.752
H 25.845 -0.706 0.015
H 25.853 -2.387 0.542
C 21.554 15.527 5.498
O 20.332 16.234 5.898
C 20.396 17.064 6.997
O 21.251 17.075 7.866
O 19.221 17.672 6.993
C 18.782 18.516 8.016
H 21.396 14.890 4.627
H 21.969 14.910 6.295
H 22.299 16.271 5.219
H 18.356 17.952 8.846
H 18.049 19.260 7.706
H 19.631 19.060 8.430
C 4.903 5.859 11.460
O 6.076 6.632 11.851
C 7.128 5.898 12.248
O 7.093 4.655 12.378
O 8.147 6.715 12.433
C 9.451 6.172 12.736
H 5.070 5.378 10.497
H 4.139 6.634 11.393
H 4.591 5.166 12.241
H 9.449 5.347 13.448
H 10.249 6.836 13.067
H 9.791 5.590 11.879
C 23.626 7.416 2.762
O 22.223 7.469 2.997
C 21.430 8.312 2.271
O 21.759 8.995 1.290
O 20.206 8.267 2.823
C 19.034 8.754 2.156
H 23.841 7.416 1.694
H 24.045 6.501 3.180
H 24.134 8.293 3.164
H 19.113 9.150 1.144
H 18.545 9.420 2.867
H 18.299 7.964 1.999
C 17.033 7.286 8.566
O 17.439 8.624 8.705
C 17.382 9.191 9.887
O 16.676 8.888 10.857
O 18.261 10.151 9.776
C 18.520 10.983 10.887
H 16.029 7.268 8.140
H 17.023 6.738 9.508
H 17.697 6.676 7.953
H 17.736 11.737 10.945
H 19.467 11.473 10.657
H 18.597 10.461 11.840
C 20.815 18.853 15.347
O 21.296 19.097 16.688
C 20.576 18.804 17.769
O 19.547 18.100 17.698
O 21.103 19.318 18.827
C 20.547 18.978 20.132
H 19.823 18.415 15.243
H 21.557 18.229 14.848
H 20.664 19.763 14.766
H 20.320 17.917 20.228
H 19.639 19.563 20.278
H 21.235 19.209 20.946
*
```



No. 2
Entry from the OMol25 dataset: a 11-piece molecular cluster, C33H66O33 overall in a non-equilibrium geometry (ωB97M-V/def2-TZVPD).

Results
energy relative to the best compared isomer or geometry (same formula, charge and spin): 683.6 kJ/mol

```
! wB97M-V def2-TZVPD RIJCOSX def2/J DEFGRID3
* xyz 0 1
C -0.666 -2.274 -11.315
O 0.118 -2.585 -10.190
C 0.830 -1.541 -9.726
O 0.956 -0.459 -10.254
O 1.440 -1.936 -8.511
C 2.239 -1.085 -7.745
H -1.019 -3.064 -11.978
H -0.329 -1.559 -12.065
H -1.524 -1.867 -10.780
H 2.827 -0.455 -8.413
H 2.971 -1.662 -7.181
H 1.604 -0.405 -7.176
C -2.663 -2.180 4.196
O -2.215 -3.293 3.293
C -1.922 -4.510 3.716
O -1.617 -4.825 4.847
O -1.815 -5.271 2.638
C -1.016 -6.472 2.711
H -1.972 -2.009 5.021
H -3.613 -2.364 4.698
H -2.744 -1.257 3.622
H -1.386 -7.205 1.994
H -1.108 -6.950 3.686
H 0.013 -6.227 2.448
C -2.125 6.075 9.030
O -1.218 6.111 7.939
C -1.429 5.206 6.928
O -2.389 4.409 6.806
O -0.346 5.346 6.085
C -0.209 4.507 4.914
H -1.771 6.400 10.009
H -2.402 5.026 9.133
H -2.980 6.712 8.804
H -0.819 4.734 4.040
H -0.276 3.448 5.162
H 0.830 4.666 4.626
C -8.972 3.162 -3.922
O -8.478 4.422 -3.446
C -7.353 4.873 -4.046
O -6.944 4.491 -5.179
O -6.774 5.885 -3.400
C -5.536 6.348 -3.951
H -9.785 2.871 -3.257
H -8.239 2.489 -3.476
H -9.169 3.137 -4.994
H -5.441 6.376 -5.037
H -4.705 5.748 -3.580
H -5.501 7.390 -3.632
C -3.711 11.137 1.689
O -4.693 10.228 2.121
C -4.605 8.999 1.922
O -3.593 8.371 1.597
O -5.809 8.407 2.214
C -5.874 7.006 2.354
H -2.799 11.042 2.277
H -3.955 12.199 1.656
H -3.510 10.909 0.642
H -5.793 6.731 3.405
H -5.060 6.558 1.784
H -6.852 6.610 2.080
C -7.309 -2.317 0.785
O -6.318 -2.484 -0.186
C -6.167 -3.598 -0.906
O -6.825 -4.593 -0.592
O -5.080 -3.511 -1.721
C -4.484 -4.704 -2.251
H -8.298 -2.406 0.336
H -7.285 -1.295 1.163
H -7.317 -2.928 1.688
H -4.820 -4.964 -3.254
H -4.637 -5.629 -1.694
H -3.433 -4.438 -2.361
C 9.013 -3.745 4.534
O 7.668 -4.299 4.558
C 7.194 -5.062 5.550
O 7.911 -5.504 6.453
O 5.843 -5.293 5.394
C 5.165 -6.062 6.405
H 9.735 -4.482 4.183
H 9.216 -3.457 5.565
H 9.110 -2.914 3.835
H 4.447 -6.767 5.987
H 4.538 -5.439 7.043
H 5.866 -6.669 6.978
C 11.783 -5.180 -1.826
O 12.948 -4.927 -1.190
C 14.157 -4.888 -1.750
O 14.428 -5.424 -2.835
O 14.969 -4.277 -0.835
C 16.353 -4.352 -1.096
H 11.570 -4.328 -2.472
H 10.968 -5.349 -1.123
H 11.921 -6.135 -2.333
H 16.700 -5.382 -1.005
H 16.856 -3.682 -0.399
H 16.486 -4.006 -2.121
C -1.007 0.464 -1.239
O -0.199 -0.711 -1.507
C 0.925 -0.911 -0.838
O 1.530 -0.127 -0.024
O 1.371 -2.134 -1.195
C 2.532 -2.671 -0.654
H -0.354 1.337 -1.258
H -1.451 0.422 -0.245
H -1.936 0.533 -1.805
H 2.875 -2.294 0.309
H 3.259 -2.397 -1.419
H 2.592 -3.759 -0.627
C -11.291 -2.121 -8.654
O -10.182 -1.858 -7.798
C -8.928 -1.958 -8.335
O -8.667 -2.103 -9.551
O -8.068 -1.744 -7.404
C -6.605 -1.814 -7.609
H -11.064 -2.160 -9.720
H -11.854 -1.189 -8.591
H -11.747 -3.073 -8.383
H -6.258 -1.071 -8.327
H -6.371 -2.867 -7.769
H -6.274 -1.528 -6.611
C 8.398 5.117 7.637
O 7.143 4.501 7.667
C 7.126 3.301 6.949
O 8.019 2.927 6.217
O 5.990 2.641 7.231
C 5.656 1.512 6.495
H 8.330 6.022 8.240
H 8.806 5.355 6.655
H 9.105 4.474 8.161
H 4.660 1.179 6.787
H 6.406 0.728 6.395
H 5.557 1.886 5.476
*
```



No. 3
Entry from the OMol25 dataset: C33H67BrFNO23S as an isolated structure in a non-equilibrium geometry (ωB97M-V/def2-TZVPD).

```
! wB97M-V def2-TZVPD RIJCOSX def2/J DEFGRID3
* xyz 0 1
C 1.224 -2.164 5.979
C 0.896 -0.864 5.243
C 1.913 -0.502 4.156
C 2.147 -1.564 3.073
C 3.647 -1.722 2.785
N 1.457 -1.162 1.776
Br -0.265 -0.402 2.041
S 1.294 -2.356 0.628
O 1.042 -1.738 -0.620
O 2.353 -3.286 0.770
F -0.013 -3.121 1.018
H 2.279 -2.200 6.260
H 0.622 -2.235 6.886
H 0.973 -3.034 5.371
H -0.124 -0.887 4.854
H 0.930 -0.043 5.965
H 1.658 0.451 3.693
H 2.863 -0.324 4.660
H 1.747 -2.526 3.405
H 4.202 -1.619 3.717
H 3.881 -2.692 2.363
H 3.977 -0.956 2.084
C 2.198 0.887 -1.574
C 2.558 1.639 -2.835
O 1.605 2.690 -3.106
C 1.701 3.776 -2.345
O 2.509 3.959 -1.468
O 0.734 4.619 -2.698
C 0.648 5.804 -1.897
H 1.176 0.519 -1.629
H 2.862 0.035 -1.434
H 2.276 1.534 -0.702
H 2.488 0.989 -3.705
H 3.566 2.052 -2.798
H 1.605 6.320 -1.870
H 0.333 5.554 -0.886
H -0.103 6.426 -2.373
C -3.271 -7.272 7.700
C -1.961 -6.531 7.548
O -2.109 -5.115 7.763
C -2.234 -4.739 9.033
O -2.208 -5.460 9.997
O -2.386 -3.414 9.060
C -2.588 -2.870 10.368
H -4.026 -6.849 7.036
H -3.131 -8.323 7.446
H -3.638 -7.210 8.723
H -1.591 -6.609 6.528
H -1.198 -6.920 8.221
H -1.790 -3.176 11.041
H -3.548 -3.193 10.768
H -2.581 -1.792 10.241
C -0.496 -1.870 -3.101
C -1.164 -2.520 -4.291
O -2.581 -2.261 -4.324
C -2.907 -1.036 -4.735
O -2.141 -0.180 -5.098
O -4.233 -0.909 -4.681
C -4.711 0.392 -5.044
H -0.967 -2.193 -2.174
H 0.561 -2.127 -3.068
H -0.585 -0.785 -3.167
H -1.079 -3.604 -4.243
H -0.724 -2.189 -5.232
H -4.337 0.685 -6.022
H -4.404 1.128 -4.303
H -5.794 0.310 -5.063
C 6.685 1.695 5.595
C 6.114 3.076 5.358
O 5.998 3.381 3.958
C 4.978 2.802 3.329
O 4.149 2.086 3.837
O 5.027 3.142 2.046
C 4.008 2.540 1.238
H 7.644 1.588 5.086
H 6.836 1.535 6.662
H 6.011 0.925 5.222
H 6.784 3.841 5.746
H 5.143 3.196 5.836
H 3.020 2.750 1.644
H 4.162 1.464 1.189
H 4.092 2.971 0.245
C -1.053 3.057 -5.679
C -1.660 4.372 -6.105
O -1.938 4.423 -7.515
C -3.021 3.758 -7.903
O -3.799 3.178 -7.190
O -3.110 3.845 -9.232
C -4.204 3.121 -9.800
H -0.149 2.852 -6.253
H -0.792 3.096 -4.621
H -1.741 2.226 -5.832
H -0.959 5.185 -5.925
H -2.572 4.586 -5.546
H -5.143 3.414 -9.337
H -4.054 2.050 -9.677
H -4.209 3.377 -10.855
C 0.788 -6.182 -0.340
C 0.336 -6.937 -1.570
O 1.416 -7.169 -2.492
C 2.259 -8.140 -2.150
O 2.178 -8.845 -1.178
O 3.217 -8.203 -3.076
C 4.234 -9.172 -2.807
H 1.281 -5.252 -0.623
H -0.070 -5.950 0.291
H 1.495 -6.770 0.243
H -0.383 -6.350 -2.139
H -0.131 -7.887 -1.313
H 3.798 -10.155 -2.643
H 4.815 -8.879 -1.934
H 4.868 -9.184 -3.689
C -4.611 6.699 -4.348
C -4.694 5.870 -3.087
O -3.784 6.338 -2.073
C -4.162 7.438 -1.428
O -5.189 8.043 -1.587
O -3.197 7.763 -0.564
C -3.442 8.968 0.168
H -3.580 6.727 -4.705
H -5.239 6.263 -5.125
H -4.940 7.723 -4.175
H -4.379 4.846 -3.279
H -5.707 5.844 -2.685
H -4.406 8.926 0.670
H -3.416 9.828 -0.499
H -2.641 9.037 0.897
*
```



Number 1: HOMO level -10.45 eV, E_LUMO 0.28 eV. Number 2: HOMO level -10.57 eV, E_LUMO 0.10 eV. Number 3: HOMO level -10.41 eV, E_LUMO -0.46 eV.